# 1
{
  "formula": "C21H33LaN2O4P2",
  "method": "the ωB97M-V functional and the def2-TZVPD basis",
  "elements": ["C", "C", "N", "C", "C", "C", "C", "P", "La", "P", "C", "C", "C", "C", "C", "C", "C", "O", "O", "H", "H", "H", "C", "C", "H", "H", "H", "H", "C", "C", "H", "H", "H", "H", "H", "H", "H", "H", "H", "H", "H", "H", "H", "H", "H", "H", "H", "H", "H", "H", "H", "H", "O", "C", "C", "C", "C", "O", "N", "H", "H", "H", "H"],
  "xyz": [[-0.697, -3.828, 1.338], [-0.078, -2.621, 0.955], [-0.920, -1.690, 0.374], [-2.268, -1.856, 0.331], [-2.866, -3.054, 0.734], [-2.038, -4.056, 1.238], [1.292, -2.376, 1.376], [2.017, -0.754, 1.413], [-0.025, 0.702, -0.190], [-2.480, 0.239, -1.642], [-3.222, -0.780, -0.243], [2.395, 1.694, -1.727], [2.812, 2.659, -0.740], [2.888, 3.981, -1.234], [2.483, 4.326, -2.519], [1.996, 3.385, -3.415], [1.848, 2.095, -2.967], [2.586, -5.041, -1.842], [1.670, -0.753, -3.267], [-0.035, -4.545, 1.814], [-3.948, -3.222, 0.631], [-2.450, -5.053, 1.502], [2.302, -0.380, 3.184], [3.728, -1.205, 0.945], [-4.101, -1.335, -0.666], [-3.551, -0.076, 0.569], [3.381, -5.604, -1.837], [1.632, -3.181, 2.072], [-3.644, 1.628, -1.620], [-3.060, -0.702, -3.086], [3.030, 2.489, 0.356], [3.261, 4.761, -0.558], [2.635, 5.343, -2.829], [1.725, 3.630, -4.447], [1.361, 1.338, -3.614], [1.749, 0.726, -1.740], [2.555, -1.171, -3.338], [1.259, -1.338, -2.594], [1.982, -5.406, -2.550], [2.571, 0.536, -1.413], [2.975, -1.063, 3.750], [2.720, 0.650, 3.050], [1.368, -0.372, 3.777], [4.169, -1.832, 1.739], [3.650, -1.805, 0.023], [4.281, -0.259, 0.814], [-4.139, -0.594, -3.250], [-2.532, -0.292, -3.953], [-2.793, -1.760, -2.990], [-4.644, 1.342, -1.961], [-3.701, 2.059, -0.615], [-3.241, 2.384, -2.302], [-1.310, -0.491, 3.740], [-1.399, 0.637, 3.302], [-1.980, 1.882, 3.935], [-1.839, 2.967, 2.904], [-1.196, 2.268, 1.774], [-0.923, 2.787, 0.625], [-0.883, 0.991, 2.037], [-3.024, 1.736, 4.218], [-1.394, 2.111, 4.828], [-2.797, 3.392, 2.594], [-1.144, 3.754, 3.210]],
  "mulliken_charge": [-1.075, 0.982, 0.328, 0.670, -0.804, -0.526, -1.424, 1.030, 1.115, 0.716, -1.151, 0.179, -0.155, -0.688, -0.466, -0.782, 0.093, -0.597, -0.550, 0.369, 0.377, 0.334, -1.371, -1.360, 0.483, 0.280, 0.293, 0.006, -1.283, -1.372, 0.302, 0.348, 0.409, 0.364, 0.391, -0.209, 0.321, 0.270, 0.314, -0.010, 0.446, 0.347, 0.230, 0.458, 0.298, 0.389, 0.379, 0.403, 0.370, 0.424, 0.294, 0.384, -0.598, -0.034, -0.520, -0.455, 0.448, -0.737, 0.288, 0.288, 0.225, 0.268, 0.256],
  "homo_ha": [-0.20051, -0.15700],
  "gap_ha": [0.19967, 0.15604]
}

=====

# 2
{
  "formula": "C21H33N3O3",
  "method": "the ωB97M-V functional and the def2-TZVPD basis",
  "elements": ["C", "C", "C", "N", "C", "C", "H", "H", "H", "H", "H", "C", "C", "C", "N", "C", "C", "H", "H", "H", "H", "H", "C", "C", "C", "N", "C", "C", "H", "H", "H", "H", "H", "C", "C", "O", "H", "H", "H", "H", "H", "H", "C", "C", "O", "H", "H", "H", "H", "H", "H", "C", "C", "O", "H", "H", "H", "H", "H", "H"],
  "xyz": [[-15.558, 4.614, 1.013], [-15.462, 5.192, 2.278], [-16.473, 5.998, 2.807], [-17.613, 6.088, 2.191], [-17.793, 5.509, 1.029], [-16.784, 4.718, 0.389], [-14.660, 4.114, 0.630], [-14.521, 5.057, 2.890], [-16.399, 6.543, 3.728], [-18.782, 5.578, 0.567], [-16.987, 4.312, -0.602], [-13.125, 7.518, 7.516], [-11.942, 8.157, 7.893], [-11.661, 9.402, 7.312], [-12.413, 9.964, 6.398], [-13.527, 9.376, 5.983], [-13.918, 8.160, 6.530], [-13.396, 6.531, 8.001], [-11.227, 7.634, 8.492], [-10.669, 9.829, 7.445], [-14.025, 9.920, 5.212], [-14.796, 7.652, 6.121], [-15.096, 3.490, 5.940], [-14.576, 4.784, 5.903], [-13.340, 4.981, 5.279], [-12.507, 4.022, 4.906], [-13.011, 2.793, 5.020], [-14.272, 2.456, 5.463], [-16.083, 3.246, 6.418], [-15.170, 5.571, 6.346], [-12.817, 5.920, 5.496], [-12.344, 2.024, 4.732], [-14.585, 1.408, 5.422], [-23.265, 9.544, 5.463], [-22.885, 8.100, 5.713], [-21.522, 7.867, 6.102], [-22.714, 10.022, 4.671], [-23.035, 10.085, 6.339], [-24.279, 9.637, 5.169], [-23.222, 7.415, 4.937], [-23.384, 7.748, 6.599], [-20.938, 7.890, 5.317], [-17.626, 2.336, 3.206], [-18.501, 1.669, 4.246], [-17.763, 0.948, 5.260], [-16.971, 1.524, 2.772], [-17.105, 3.234, 3.473], [-18.218, 2.600, 2.358], [-19.306, 1.070, 3.709], [-19.132, 2.361, 4.791], [-17.305, 0.209, 4.836], [-18.415, 5.475, 6.988], [-18.443, 5.541, 5.495], [-18.485, 6.929, 5.105], [-19.331, 5.906, 7.411], [-17.549, 5.984, 7.430], [-18.318, 4.446, 7.276], [-19.394, 5.046, 5.225], [-17.636, 4.927, 5.049], [-18.725, 6.865, 4.130]],
  "mulliken_charge": [-0.458, -0.039, -0.708, -0.372, -0.376, -0.422, 0.419, 0.130, 1.031, 0.362, 0.400, -0.111, -0.479, -0.204, -0.589, -0.449, 0.016, 0.353, 0.382, 0.345, 0.441, 0.284, -0.618, 0.626, -0.246, -0.617, -0.494, -0.327, 0.343, 0.139, 0.383, 0.429, 0.398, -1.028, -0.316, -0.410, 0.322, 0.276, 0.361, 0.333, 0.260, 0.215, -0.441, -0.460, -0.525, 0.360, -0.209, 0.415, 0.313, 0.200, 0.325, -1.481, 1.017, -0.644, 0.350, 0.273, 0.370, 0.269, -0.483, 0.360],
  "homo_ha": -0.34987,
  "smiles": "c1ccncc1.c1ccncc1.c1ccncc1.CCO.CCO.CCO",
  "gap_ha": 0.37133
}

=====

# 3
{
  "formula": "C21H33N3O5S",
  "method": "the ωB97M-V functional and the def2-TZVPD basis",
  "elements": ["C", "O", "C", "C", "C", "C", "O", "C", "C", "C", "N", "C", "O", "C", "C", "C", "C", "N", "S", "O", "O", "N", "C", "C", "C", "C", "C", "C", "C", "C", "H", "H", "H", "H", "H", "H", "H", "H", "H", "H", "H", "H", "H", "H", "H", "H", "H", "H", "H", "H", "H", "H", "H", "H", "H", "H", "H", "H", "H", "H", "H", "H", "H"],
  "xyz": [[4.503, 4.846, -2.146], [3.682, 4.082, -2.995], [3.351, 2.815, -2.603], [2.530, 2.098, -3.467], [2.134, 0.809, -3.165], [2.550, 0.205, -1.985], [2.220, -1.064, -1.595], [1.403, -1.828, -2.450], [3.384, 0.918, -1.116], [3.795, 0.280, 0.185], [2.648, 0.157, 1.062], [2.419, 1.027, 2.058], [3.232, 1.848, 2.441], [1.064, 0.882, 2.759], [1.140, -0.181, 3.865], [1.157, -1.587, 3.273], [-0.051, -1.779, 2.360], [-0.028, -0.783, 1.308], [-1.079, -1.084, 0.055], [-0.860, -0.067, -0.926], [-0.892, -2.451, -0.323], [-2.583, -0.877, 0.772], [-3.364, -2.092, 0.920], [-4.054, -2.499, -0.381], [-4.907, -1.364, -0.956], [-6.180, -1.130, -0.142], [-4.049, -0.098, -1.061], [-3.362, 0.236, 0.262], [-0.099, 0.574, 1.812], [3.770, 2.212, -1.423], [5.485, 4.382, -2.011], [4.038, 5.002, -1.167], [4.626, 5.808, -2.643], [2.204, 2.571, -4.380], [1.489, 0.289, -3.853], [1.896, -2.009, -3.412], [1.238, -2.772, -1.934], [0.436, -1.345, -2.605], [4.198, -0.721, 0.001], [4.536, 0.893, 0.703], [1.883, -0.408, 0.714], [0.875, 1.854, 3.228], [2.034, -0.011, 4.467], [0.268, -0.075, 4.515], [2.071, -1.737, 2.699], [1.125, -2.330, 4.072], [-0.980, -1.691, 2.945], [-0.029, -2.753, 1.871], [-4.095, -1.919, 1.716], [-2.679, -2.878, 1.235], [-3.273, -2.763, -1.097], [-4.670, -3.382, -0.201], [-5.215, -1.650, -1.969], [-5.957, -0.842, 0.881], [-6.775, -0.341, -0.596], [-6.780, -2.037, -0.117], [-3.266, -0.253, -1.807], [-4.660, 0.750, -1.374], [-4.094, 0.506, 1.029], [-2.675, 1.070, 0.121], [-1.049, 0.722, 2.349], [-0.080, 1.234, 0.943], [4.398, 2.734, -0.719]],
  "mulliken_charge": [-0.801, -0.472, 0.689, -0.922, -0.557, 0.873, -0.400, -1.135, 0.253, -1.499, 0.296, 0.032, -0.738, 0.786, -1.227, -0.857, -1.021, 0.461, 0.837, -0.656, -0.734, 0.307, -1.059, -0.764, 0.365, -1.668, -0.764, -1.101, -1.543, -0.323, 0.317, 0.332, 0.232, 0.437, 0.426, 0.428, 0.227, 0.396, 0.234, 0.629, 0.063, 0.446, 0.420, 0.469, 0.322, 0.448, 0.396, 0.602, 0.539, 0.444, 0.259, 0.494, 0.399, 0.329, 0.403, 0.406, 0.224, 0.514, 0.563, 0.468, 0.492, 0.585, 0.401],
  "homo_ha": -0.28197,
  "smiles": "COc1ccc(OC)c(CNC(=O)[C@@H]2CCCN(S(=O)(=O)N3CCC(C)CC3)C2)c1",
  "gap_ha": 0.30448
}

=====

# 4
{
  "formula": "C21H33N5O3",
  "method": "the ωB97M-V functional and the def2-TZVPD basis",
  "elements": ["C", "O", "C", "C", "C", "N", "C", "O", "C", "C", "C", "C", "C", "C", "C", "C", "C", "N", "C", "O", "C", "C", "N", "N", "C", "N", "C", "C", "C", "H", "H", "H", "H", "H", "H", "H", "H", "H", "H", "H", "H", "H", "H", "H", "H", "H", "H", "H", "H", "H", "H", "H", "H", "H", "H", "H", "H", "H", "H", "H", "H", "H"],
  "xyz": [[0.355, 1.794, -3.776], [0.035, 2.031, -2.421], [0.727, 1.185, -1.534], [0.028, 1.291, -0.184], [0.786, 0.535, 0.901], [0.682, -0.895, 0.683], [1.759, -1.582, 0.189], [2.850, -1.044, 0.088], [1.526, -3.024, -0.199], [0.675, -3.374, -1.448], [1.572, -4.615, -1.623], [2.656, -3.897, -0.800], [3.818, -3.226, -1.572], [4.756, -3.572, -0.395], [3.693, -4.576, 0.109], [-0.697, -1.348, 0.689], [-1.495, -0.641, -0.394], [-1.367, 0.813, -0.248], [-2.269, 1.524, -1.048], [-3.026, 0.946, -1.793], [-2.446, 3.016, -0.784], [-3.351, 3.293, 0.377], [-4.584, 3.693, 0.203], [-5.152, 3.869, 1.436], [-4.246, 3.565, 2.315], [-3.081, 3.193, 1.714], [-1.841, 2.843, 2.403], [-2.058, 1.632, 3.300], [-1.293, 4.043, 3.165], [-0.241, 2.479, -4.374], [1.417, 1.975, -3.970], [0.110, 0.765, -4.060], [0.719, 0.152, -1.902], [1.777, 1.489, -1.432], [0.023, 2.349, 0.078], [1.837, 0.811, 0.898], [0.356, 0.771, 1.878], [1.117, -3.559, 0.666], [-0.397, -3.525, -1.324], [0.842, -2.649, -2.247], [1.162, -5.476, -1.090], [1.842, -4.912, -2.636], [4.052, -3.819, -2.460], [3.723, -2.179, -1.844], [5.739, -3.969, -0.640], [4.861, -2.724, 0.278], [3.474, -4.589, 1.178], [3.899, -5.597, -0.220], [-0.750, -2.423, 0.550], [-1.125, -1.118, 1.670], [-1.164, -0.975, -1.383], [-2.550, -0.891, -0.314], [-1.489, 3.526, -0.666], [-2.941, 3.428, -1.658], [-4.377, 3.602, 3.384], [-1.141, 2.570, 1.620], [-1.119, 1.339, 3.772], [-2.773, 1.854, 4.093], [-2.437, 0.791, 2.718], [-0.332, 3.794, 3.617], [-1.154, 4.896, 2.501], [-1.974, 4.341, 3.964]],
  "mulliken_charge": [-0.857, -0.235, -0.710, -0.401, -1.728, 0.190, 0.626, -0.655, -0.589, -0.547, -1.039, 1.195, -0.990, -0.431, -1.058, -0.964, -0.630, 0.811, 0.283, -0.632, -0.754, 0.528, -0.456, -0.692, -0.096, 0.287, 1.671, -1.464, -1.561, 0.266, 0.319, 0.326, 0.108, 0.601, 0.614, 0.620, 0.252, 0.562, 0.443, 0.217, 0.293, 0.364, 0.438, 0.203, 0.411, 0.145, 0.283, 0.337, 0.594, 0.151, 0.276, 0.539, 0.392, 0.397, 0.418, -0.960, 0.407, 0.409, 0.321, 0.406, 0.401, 0.348],
  "homo_ha": -0.34097,
  "smiles": "COC[C@@H]1CN(C(=O)[C@H]2CCC23CCC3)CCN1C(=O)Cc1nncn1C(C)C",
  "gap_ha": 0.35609
}

=====

# 5
{
  "formula": "C21H33N7O",
  "method": "the ωB97M-V functional and the def2-TZVPD basis",
  "elements": ["C", "O", "N", "N", "H", "H", "H", "H", "C", "C", "C", "C", "N", "H", "H", "H", "H", "H", "H", "H", "C", "C", "C", "C", "N", "H", "H", "H", "H", "H", "H", "H", "N", "C", "C", "C", "C", "H", "H", "H", "H", "H", "N", "C", "C", "C", "C", "H", "H", "H", "H", "H", "N", "C", "C", "C", "C", "H", "H", "H", "H", "H"],
  "xyz": [[5.804, -1.280, 3.312], [5.231, -1.602, 4.306], [5.405, -1.594, 2.120], [6.998, -0.758, 3.357], [5.881, -1.172, 1.336], [4.504, -2.001, 1.912], [7.356, -0.423, 4.241], [7.614, -0.505, 2.598], [0.340, -1.275, 1.975], [0.449, -0.451, 0.734], [1.675, -0.809, -0.109], [2.921, -0.828, 0.652], [3.932, -0.859, 1.247], [-0.074, -2.204, 1.584], [-0.373, -0.875, 2.696], [1.289, -1.458, 2.479], [0.542, 0.591, 1.040], [-0.494, -0.504, 0.190], [1.648, -0.195, -1.010], [1.579, -1.818, -0.511], [-3.253, 2.417, -1.654], [-2.230, 3.599, -1.427], [-0.809, 3.206, -1.775], [-0.205, 2.095, -0.975], [0.253, 1.229, -0.371], [-3.454, 2.127, -2.685], [-4.166, 2.733, -1.150], [-3.066, 1.413, -1.272], [-2.187, 3.965, -0.402], [-2.408, 4.448, -2.087], [-0.189, 4.084, -1.594], [-0.788, 2.953, -2.836], [-2.847, -2.405, 3.955], [-3.953, -2.458, 3.147], [-3.580, -2.072, 1.883], [-2.193, -1.925, 1.833], [-1.716, -2.255, 3.090], [-2.847, -2.595, 4.947], [-4.858, -2.743, 3.664], [-4.277, -1.808, 1.101], [-1.628, -1.566, 0.985], [-0.767, -2.054, 3.566], [1.383, 3.462, -3.472], [0.502, 2.593, -4.088], [0.589, 1.355, -3.406], [1.649, 1.423, -2.531], [2.167, 2.745, -2.606], [1.535, 4.392, -3.833], [-0.243, 2.977, -4.768], [-0.053, 0.488, -3.464], [2.066, 0.645, -1.909], [2.951, 3.242, -2.054], [-1.336, -1.149, -1.381], [-1.586, -2.314, -0.601], [-2.977, -2.445, -0.668], [-3.535, -1.355, -1.422], [-2.465, -0.643, -1.940], [-0.386, -0.833, -1.519], [-0.809, -2.951, -0.205], [-3.594, -3.234, -0.262], [-4.574, -1.100, -1.574], [-2.347, 0.334, -2.384]],
  "mulliken_charge": [0.532, -0.691, -0.286, -0.383, 0.300, 0.283, 0.219, 0.152, -1.570, 0.789, 0.265, 0.023, -0.409, 0.523, 0.326, 0.462, 0.256, 0.192, -0.755, 0.257, -0.983, -0.788, -0.229, 0.509, -0.432, 0.357, 0.389, 0.190, 0.402, 0.407, 0.457, -0.199, -0.075, -0.775, -1.291, 1.563, -1.209, 0.194, 0.441, 0.394, -0.611, 0.438, 0.095, -0.750, -0.495, 0.089, -1.174, 0.228, 0.468, 0.490, 1.008, 0.389, 0.106, -0.620, -0.705, -0.844, -0.958, 0.468, 0.555, 0.845, 0.468, 0.703],
  "homo_ha": -0.27563,
  "gap_ha": 0.28681
}

=====

# 6
{
  "formula": "C21H33NO5",
  "method": "the ωB97M-V functional and the def2-TZVPD basis",
  "elements": ["C", "C", "C", "C", "C", "C", "O", "O", "C", "C", "C", "O", "O", "C", "C", "H", "H", "H", "H", "H", "H", "H", "H", "H", "H", "H", "H", "H", "H", "H", "H", "H", "H", "H", "C", "O", "C", "C", "C", "C", "C", "N", "C", "C", "C", "C", "H", "H", "H", "H", "H", "H", "H", "H", "H", "H", "H", "H", "H", "H"],
  "xyz": [[-0.977, 3.625, 2.998], [-1.267, 2.743, 1.791], [-0.092, 1.840, 1.432], [-0.471, 0.843, 0.323], [-1.775, 0.165, 0.540], [-2.563, -0.200, -0.611], [-3.520, -0.971, -0.663], [-2.093, 0.429, -1.722], [-2.751, 0.086, -2.966], [-1.918, 0.658, -4.086], [-1.916, -0.670, 1.719], [-2.929, -1.188, 2.174], [-0.711, -0.818, 2.329], [-0.680, -1.793, 3.397], [0.711, -1.781, 3.978], [-1.847, 4.247, 3.212], [-0.766, 3.009, 3.878], [-0.119, 4.278, 2.816], [-2.148, 2.112, 1.978], [-1.513, 3.355, 0.911], [0.759, 2.443, 1.078], [0.249, 1.279, 2.314], [-0.527, 1.367, -0.638], [0.317, 0.076, 0.238], [-2.834, -1.007, -3.049], [-3.757, 0.526, -2.960], [-2.412, 0.477, -5.042], [-1.781, 1.737, -3.969], [-0.932, 0.184, -4.121], [-1.428, -1.528, 4.154], [-0.924, -2.780, 2.980], [0.783, -2.522, 4.777], [1.463, -2.027, 3.222], [0.955, -0.804, 4.409], [-8.501, 4.938, -2.448], [-7.646, 3.808, -2.738], [-7.154, 3.086, -1.696], [-6.317, 1.993, -2.025], [-5.772, 1.216, -1.029], [-6.038, 1.468, 0.337], [-5.530, 0.537, 1.323], [-6.284, 0.053, 2.297], [-5.723, -0.903, 3.255], [-7.717, 0.322, 2.431], [-6.858, 2.579, 0.659], [-7.427, 3.364, -0.330], [-8.718, 5.364, -3.428], [-9.436, 4.617, -1.961], [-7.984, 5.680, -1.818], [-6.130, 1.793, -3.076], [-5.176, 0.346, -1.282], [-4.542, 0.072, 1.202], [-6.490, -1.123, 3.998], [-5.432, -1.825, 2.738], [-4.834, -0.481, 3.736], [-8.119, -0.463, 3.079], [-7.901, 1.291, 2.918], [-8.232, 0.294, 1.461], [-7.067, 2.822, 1.700], [-8.090, 4.193, -0.068]],
  "mulliken_charge": [-1.418, 0.339, -0.580, -0.730, 0.852, -0.220, -0.800, -0.360, 0.338, -1.368, 0.481, -0.740, -0.198, -0.213, -1.235, 0.385, 0.302, 0.341, -0.121, 0.249, 0.486, 0.097, 0.315, 0.191, 0.339, -0.204, 0.416, 0.322, 0.322, 0.266, 0.289, 0.421, 0.284, 0.285, -0.844, -0.427, 0.938, -0.878, -0.252, -0.438, 0.124, 0.186, -0.823, -0.945, -0.707, -0.433, 0.250, 0.344, 0.346, 0.428, 0.872, 0.193, 0.396, 0.301, 0.296, 0.381, 0.306, 0.369, 0.501, 0.384],
  "homo_ha": -0.21988,
  "gap_ha": 0.18735
}